Density functional theory data (ωB97M-V with the def2-TZVPD basis set) for a molecular structure, C20H25Cl2NO6SSc.

```
56
Properties=species:S:1:pos:R:3:mulliken_charge:R:1
Sc 0.472 0.047 0.513 -0.177
Cl 1.668 3.772 1.064 -0.111
Cl 2.792 1.508 2.557 -0.080
S 2.458 0.537 -0.805 -0.441
O -0.094 1.263 1.982 -0.084
O -0.149 -1.448 2.337 0.339
O -0.591 2.855 3.465 -0.590
O -1.807 -0.775 0.580 0.361
O 2.106 -1.616 1.219 -0.152
O 0.237 -1.875 -0.743 0.114
N -0.405 1.413 -1.211 0.869
C -1.590 2.014 -1.227 0.864
C 2.051 -2.200 2.529 -0.732
C -2.040 -2.040 -0.041 -0.581
C 2.461 1.030 -3.474 -0.590
C -2.123 2.590 -2.400 -0.944
C 1.607 2.849 2.584 0.210
C -2.355 -0.662 1.899 -0.809
C 0.183 2.301 2.731 0.081
C 1.713 1.015 -2.318 0.914
C -2.423 2.132 0.011 -1.155
C 2.310 -2.568 0.162 -1.059
C 0.655 1.961 -4.746 -0.831
C -1.431 2.532 -3.566 -0.903
C -0.138 1.968 -3.578 1.058
C 1.932 1.486 -4.693 -0.756
C 0.972 -3.043 -0.349 -0.325
C 0.366 1.454 -2.364 -0.887
C -1.453 -1.367 2.911 -1.001
C -1.095 -2.117 -1.209 -0.804
C 0.910 -1.560 3.286 -0.636
H -1.824 2.164 0.914 -0.235
H -3.365 -1.077 1.918 0.599
H 2.848 -2.044 -0.623 0.302
H -1.836 2.951 -4.479 0.433
H 3.001 -2.036 3.039 0.308
H -3.115 1.290 0.071 0.146
H 1.108 -3.693 -1.216 0.536
H -3.090 3.069 -2.347 0.512
H 0.614 -2.199 4.121 0.529
H -2.395 0.399 2.113 0.269
H 1.161 -0.566 3.662 0.223
H -1.314 -1.333 -1.935 0.244
H -3.077 -2.104 -0.379 0.456
H 2.552 1.483 -5.580 0.405
H -1.787 -2.382 3.141 0.391
H -1.431 -0.783 3.833 0.510
H -1.157 -3.088 -1.702 0.534
H 1.851 3.506 3.408 0.484
H -3.022 3.040 -0.041 0.652
H 2.906 -3.408 0.520 0.509
H 0.415 -3.579 0.426 0.304
H 0.237 2.355 -5.663 0.409
H 1.876 -3.273 2.435 0.521
H -1.847 -2.845 0.674 0.296
H 3.489 0.698 -3.419 0.499
```

Output
frontier orbital gap	0.2764	Eh
E_HOMO	-10.306	eV
largest force on an atom	0.41	eV Å⁻¹
E	-3362.57813	Ha
ΔE to the lowest compared entry with this formula, charge and spin	11.80	kcal per mole
charge	+1
lowest unoccupied orbital energy	-0.102	hartree

=====

Density functional theory data (ωB97M-V with the def2-TZVPD basis set) for 6 unconnected molecules or ions with the total composition C20H25ClN5 at a distorted geometry.

```
51
Properties=species:S:1:pos:R:3:mulliken_charge:R:1
Cl 26.237 3.752 -7.336 -0.880
N 28.814 0.702 -8.503 0.108
N 30.410 4.354 -7.405 0.083
N 28.385 6.328 -5.255 0.107
N 23.251 1.887 -7.802 0.279
N 23.424 5.515 -8.504 0.215
C 21.400 6.389 -8.513 -0.213
C 28.993 6.119 -4.066 -0.359
C 21.829 6.282 -9.868 -0.513
C 27.553 0.357 -8.170 -0.028
C 27.008 6.341 -5.024 -0.477
C 21.180 1.244 -8.138 -0.492
C 27.978 6.151 -3.083 -0.629
C 30.421 6.449 -8.189 -0.018
C 27.332 -0.983 -8.245 -0.399
C 23.018 5.623 -9.831 -0.418
C 22.004 0.071 -8.191 -0.540
C 26.749 6.471 -3.739 -0.422
C 28.517 -1.481 -8.767 -0.601
C 31.689 6.153 -7.736 -0.438
C 31.705 4.855 -7.205 -0.497
C 21.954 2.323 -7.980 -0.205
C 29.442 -0.453 -8.942 -0.541
C 29.621 5.315 -8.034 -0.992
C 22.385 5.897 -7.651 -0.692
C 23.285 0.501 -7.873 -0.166
H 32.484 6.870 -7.594 0.369
H 26.387 -1.470 -8.054 0.399
H 24.263 0.044 -7.889 0.043
H 22.430 5.753 -6.582 0.354
H 20.447 6.821 -8.245 0.375
H 23.681 5.348 -10.638 0.377
H 28.014 6.151 -2.004 0.344
H 26.898 1.196 -7.985 0.133
H 21.633 -0.891 -8.512 0.364
H 30.437 -0.252 -9.309 0.352
H 25.809 6.755 -3.290 0.387
H 28.690 -2.540 -8.891 0.362
H 26.408 6.352 -5.922 0.316
H 28.584 5.062 -8.203 0.351
H 32.451 4.206 -6.770 0.405
H 30.028 3.539 -6.945 0.319
H 20.107 1.257 -8.258 0.398
H 29.307 1.583 -8.468 0.199
H 28.736 6.335 -6.201 0.336
H 24.112 2.409 -7.719 0.180
H 30.073 6.113 -4.033 0.391
H 21.302 6.587 -10.760 0.404
H 24.295 5.127 -8.169 0.074
H 30.157 7.468 -8.428 0.362
H 21.741 3.378 -8.076 0.136
```

Output
frontier orbital gap	0.2982	Eh
E_HOMO	-5.355	eV
largest force on an atom	4.44	eV Å⁻¹
E	-1511.10501	Ha
ΔE to the lowest compared entry with this formula, charge and spin	46.29	kcal per mole
charge	-1
lowest unoccupied orbital energy	0.101	hartree

=====

Density functional theory data (ωB97M-V with the def2-TZVPD basis set) for a molecular structure, C20H25F5MoNO2SSi at a distorted geometry.

```
56
Properties=species:S:1:pos:R:3:mulliken_charge:R:1
Mo 0.656 0.427 -0.056 0.539
S -1.525 0.049 -2.494 0.282
Si 3.374 -0.385 1.813 0.002
F -1.153 3.089 -0.218 -0.239
F 0.219 4.749 -0.245 -0.280
F 2.279 2.680 -0.792 -0.343
F 0.073 3.422 -1.945 -0.261
F 1.468 2.924 1.219 -0.284
O -0.527 0.787 -1.566 -0.725
O 2.105 0.051 0.845 -0.669
N 0.120 -1.523 -0.322 0.815
C -1.316 -1.187 1.496 0.191
C -1.307 0.915 -4.098 -0.736
C -3.621 1.377 -3.506 -0.747
C 2.730 0.052 3.556 -1.030
C 3.536 -2.281 1.580 -1.056
C -2.114 0.745 3.332 -0.831
C 0.650 -2.263 -1.317 -0.683
C -3.119 0.885 -2.158 -0.474
C -2.650 -0.538 3.391 -0.752
C 1.118 2.492 -0.046 0.360
C -2.402 1.967 -4.204 -0.503
C 4.938 0.564 1.275 -1.090
C -0.812 -2.104 0.498 0.753
C -1.186 -3.436 0.318 -0.893
C -0.785 0.122 1.414 1.425
C 0.307 -3.569 -1.553 -0.965
C 0.096 3.483 -0.601 0.816
C -1.184 1.066 2.357 -0.051
C -0.631 -4.178 -0.707 -0.496
C -2.253 -1.501 2.487 -0.845
H -3.374 -0.784 4.151 0.433
H -1.908 -3.884 0.982 0.479
H -2.885 1.705 -1.475 0.201
H 4.784 1.639 1.326 0.350
H -3.790 0.182 -1.672 0.507
H 4.316 -2.667 2.227 0.406
H -2.094 2.887 -3.707 0.262
H -4.024 0.546 -4.089 0.315
H 1.812 -0.489 3.778 0.297
H -2.420 1.486 4.053 0.477
H 2.513 1.114 3.636 0.320
H -2.606 2.198 -5.248 0.390
H -0.757 2.062 2.334 0.423
H -2.666 -2.495 2.551 0.423
H 5.768 0.315 1.929 0.367
H 3.790 -2.552 0.559 0.323
H -1.401 0.159 -4.876 0.483
H 1.407 -1.751 -1.919 0.567
H 0.765 -4.120 -2.360 0.482
H -0.911 -5.208 -0.858 0.478
H -0.300 1.330 -4.104 0.354
H 2.609 -2.789 1.836 0.294
H -4.412 2.113 -3.377 0.365
H 3.465 -0.202 4.311 0.438
H 5.234 0.326 0.257 0.337
```

Output
frontier orbital gap (spin up / spin down)	0.2638 / 0.2655	Eh
E_HOMO (spin up / spin down)	-10.972 / -11.057	eV
largest force on an atom	3.58	eV Å⁻¹
E	-2237.40558	Ha
charge	+1
lowest unoccupied orbital energy (spin up / spin down)	-0.139 / -0.141	hartree

=====

Density functional theory data (ωB97M-V with the def2-TZVPD basis set) for C20H25FN2O3 in the gas phase at a distorted geometry.

```
51
Properties=species:S:1:pos:R:3:mulliken_charge:R:1
F 6.037 0.283 0.017 -0.356
O -0.347 -0.488 -1.376 -0.679
O -3.382 -0.379 0.454 -0.337
O -6.505 -0.066 0.947 -0.343
N 2.722 1.295 0.812 0.187
N -0.925 1.167 0.058 0.279
C 4.108 -0.775 0.896 0.689
C -4.456 -1.161 0.236 0.314
C 3.244 1.750 -0.464 -0.533
C 4.856 -3.085 -0.505 -0.344
C 3.716 -3.080 0.280 -0.873
C 2.315 2.809 -1.048 -0.909
C 5.637 -1.947 -0.590 -0.706
C -1.181 0.050 -0.661 0.931
C -1.942 1.925 0.751 -0.922
C -5.583 -1.102 1.219 -0.797
C -3.050 -1.477 -1.455 -0.718
C -2.523 -0.564 -0.576 -0.103
C 3.351 -1.939 0.973 -0.052
C 3.672 0.501 1.577 -1.598
C 5.250 -0.817 0.105 0.551
C 1.434 0.649 0.635 -1.070
C 0.437 1.693 0.117 -0.568
C 0.916 2.233 -1.231 -0.872
C -4.304 -1.852 -0.935 -0.417
C -7.275 -0.273 -0.212 -0.659
H 4.235 2.178 -0.297 0.418
H 2.466 -1.948 1.590 0.388
H 3.107 -3.968 0.354 0.390
H -7.966 0.565 -0.271 0.249
H -2.067 1.578 1.781 0.238
H 6.536 -1.921 -1.186 0.448
H 1.091 0.277 1.604 0.322
H 2.275 3.660 -0.365 0.372
H -2.899 1.848 0.241 0.322
H 0.936 1.415 -1.951 0.387
H 0.226 2.998 -1.594 0.349
H -4.996 -2.551 -1.361 0.542
H -6.652 -0.296 -1.114 0.289
H -1.653 2.975 0.769 0.425
H 0.432 2.514 0.840 0.612
H 2.710 3.153 -2.005 0.430
H -6.099 -2.073 1.236 0.400
H 3.341 0.920 -1.185 0.299
H 1.480 -0.191 -0.073 0.521
H 3.203 0.262 2.536 0.521
H -2.583 -1.818 -2.356 0.562
H 4.544 1.134 1.765 0.497
H 5.141 -3.974 -1.048 0.375
H -7.840 -1.211 -0.147 0.287
H -5.188 -0.877 2.212 0.262
```

Output
frontier orbital gap	0.3335	Eh
E_HOMO	-8.343	eV
largest force on an atom	1.28	eV Å⁻¹
E	-1212.18180	Ha
ΔE to the lowest compared entry with this formula, charge and spin	54.09	kcal per mole
charge	0
lowest unoccupied orbital energy	0.027	hartree

=====

Density functional theory data (ωB97M-V with the def2-TZVPD basis set) for a molecular structure, C20H25FeNOP2 at a distorted geometry.

```
50
Properties=species:S:1:pos:R:3:mulliken_charge:R:1
Fe 1.152 0.146 1.417 -0.367
P -0.620 0.709 2.305 0.698
P 2.275 1.034 -0.046 1.458
O 2.812 -0.798 3.732 -0.358
N -0.958 -0.038 -1.094 -0.306
C -1.446 -0.065 3.730 -1.234
C 1.348 1.482 -1.531 -1.349
C -2.673 -0.266 0.545 0.333
C 3.791 0.399 -0.700 -1.401
C -0.490 -1.649 -2.818 0.999
C -0.204 -0.409 -2.132 -0.256
C -0.432 2.460 2.840 -1.349
C -2.006 -0.726 -0.639 -0.171
C 2.699 2.669 0.588 -1.481
C 0.349 -2.045 -3.891 -0.921
C 0.978 0.330 -2.437 0.286
C -2.158 0.991 1.212 -1.109
C -1.566 -2.403 -2.330 -1.131
C 2.155 -0.514 2.803 0.328
C -3.443 -2.722 -0.700 -0.900
C 1.429 -1.244 -4.231 -0.607
C -4.117 -2.228 0.409 -0.669
C 1.742 -0.066 -3.521 -0.454
C -2.362 -1.985 -1.255 0.915
C -3.737 -1.017 1.031 -0.450
H 0.996 -1.259 0.792 0.067
H 0.436 1.990 -1.242 0.489
H -0.681 -0.152 4.515 0.457
H 0.104 -2.966 -4.424 0.454
H -4.277 -0.668 1.923 0.412
H 3.337 2.570 1.464 0.419
H 4.504 0.245 0.109 0.462
H -4.942 -2.808 0.819 0.389
H 2.045 -1.202 0.998 0.170
H -2.952 1.466 1.810 0.756
H 4.203 1.123 -1.400 0.384
H -2.293 0.538 4.098 0.373
H 2.059 -1.564 -5.056 0.396
H 3.627 -0.547 -1.212 0.444
H -0.141 3.094 1.990 0.324
H -1.788 -1.072 3.446 0.387
H -1.360 2.839 3.286 0.417
H -1.830 -3.344 -2.832 0.372
H -1.850 1.684 0.425 0.491
H -3.723 -3.661 -1.180 0.449
H 3.252 3.197 -0.184 0.445
H 1.818 3.251 0.855 0.335
H 2.635 0.510 -3.802 0.406
H 0.369 2.476 3.588 0.404
H 1.935 2.215 -2.072 0.793
```

Output
frontier orbital gap (spin up / spin down)	0.2251 / 0.2032	Eh
E_HOMO (spin up / spin down)	-8.407 / -11.309	eV
largest force on an atom	6.16	eV Å⁻¹
spin multiplicity	6
E	-2853.15279	Ha
ΔE to the lowest compared entry with this formula, charge and spin	14.00	kcal per mole
charge	+1
⟨S²⟩	8.829
lowest unoccupied orbital energy (spin up / spin down)	-0.084 / -0.212	hartree

=====

Density functional theory data (ωB97M-V with the def2-TZVPD basis set) for a molecular structure, C20H25LaN2O7P at a distorted geometry.

```
56
Properties=species:S:1:pos:R:3:mulliken_charge:R:1
La -1.321 4.572 -0.437 2.008
P 0.707 -3.364 -0.966 0.501
O -0.475 4.161 3.680 -0.450
O 6.357 -1.645 -0.894 -0.450
O -2.843 -2.820 -1.985 -0.471
O -3.579 2.174 -2.437 -0.538
O 4.198 -0.393 -0.769 -0.315
O 1.756 5.083 3.689 -0.394
O -6.821 -1.268 0.318 -0.436
N -5.092 -1.125 2.126 -0.591
N -3.293 -0.415 -2.577 0.029
C 2.360 2.407 -0.237 -0.814
C 0.667 4.329 3.007 0.252
C -1.353 0.783 -1.693 0.019
C -0.198 1.858 -1.249 -0.627
C -5.587 -0.853 0.698 0.368
C 1.577 -0.377 -0.593 0.244
C 0.800 3.653 1.515 -0.146
C -4.659 -0.449 -1.874 -0.900
C 5.868 -0.714 1.433 -0.622
C -0.025 -4.305 -2.456 -0.901
C 2.141 2.708 1.372 -0.569
C -4.562 -0.001 -0.275 -0.113
C 0.405 -1.481 -1.045 0.185
C -2.874 1.042 -2.283 0.288
C 1.259 1.260 -0.703 0.169
C -2.409 -1.558 -2.035 0.216
C 0.228 -4.131 0.715 -0.860
C 5.471 -0.922 -0.173 0.512
C -1.016 -0.839 -1.556 -0.160
C 3.041 -0.889 -0.007 -0.459
H -0.448 3.008 -1.311 0.627
H -3.464 -0.150 0.169 0.123
H 2.162 3.343 -0.928 0.329
H -5.433 0.297 -2.392 0.350
H -4.213 -1.690 1.975 0.283
H 0.908 4.507 0.710 0.131
H 0.710 -3.475 1.588 0.319
H 3.475 2.083 -0.377 0.308
H -5.168 -1.524 -1.978 0.384
H -4.763 -0.199 2.487 0.296
H -0.922 -4.316 0.869 0.354
H 2.031 5.806 3.021 0.369
H 3.128 3.242 1.768 0.385
H -1.111 -4.763 -2.263 0.313
H 3.082 -2.071 0.132 0.413
H 2.015 1.693 1.976 0.365
H 7.032 -0.609 1.605 0.332
H 5.413 -1.655 1.997 0.252
H 0.677 -5.226 -2.740 0.426
H -0.077 -3.609 -3.424 0.336
H 3.111 -0.428 1.092 0.169
H -0.176 3.020 1.303 0.313
H 5.262 0.238 1.820 0.178
H 0.797 -5.177 0.784 0.388
H -4.754 1.175 -0.194 0.284
```

Output
frontier orbital gap	0.1050	Eh
E_HOMO	-16.205	eV
largest force on an atom	9.81	eV Å⁻¹
E	-1784.30461	Ha
charge	+3
lowest unoccupied orbital energy	-0.490	hartree

=====

Which of these has the highest E?
C20H25FN2O3